[1]
64
Properties=species:S:1:pos:R:3:nbo_charge:R:1 method="wB97M-V/def2-TZVPD" e_lumo_ev="-3.11 / -3.10" fmax_ev_per_a=0.3 de_lowest_ev=0.000 spin_multiplicity=2 charge=+1 e_tot_ev=-227839.387
Co -0.67 -0.37 0.77 1.150
C -4.44 -1.50 -0.86 -0.688
C -3.05 -1.38 -0.36 0.325
N -2.59 -0.44 0.38 -0.262
N -3.38 0.52 0.95 -0.441
C -3.03 0.88 2.21 0.315
N -3.82 1.78 2.81 -0.763
S -1.67 0.24 2.96 -0.187
C -2.04 -2.43 -0.65 0.157
C -2.23 -3.39 -1.63 -0.204
C -1.24 -4.35 -1.81 -0.139
C -0.12 -4.32 -1.00 -0.226
C -0.02 -3.31 -0.04 0.083
N -0.96 -2.40 0.13 -0.456
H -5.13 -0.80 -0.40 0.222
H -4.82 -2.51 -0.68 0.258
H -4.46 -1.33 -1.94 0.264
H -4.25 0.79 0.53 0.402
H -4.68 2.10 2.41 0.405
H -3.61 2.04 3.76 0.432
H -3.11 -3.38 -2.26 0.232
H -1.35 -5.11 -2.57 0.236
H 0.67 -5.04 -1.11 0.237
H 0.85 -3.23 0.60 0.212
Br -0.85 -0.39 -4.30 0.060
C -0.89 1.12 -3.17 -0.202
C -1.09 2.39 -3.72 -0.209
C -1.09 3.50 -2.92 -0.112
Br -1.34 5.20 -3.71 0.071
C -0.91 3.38 -1.52 -0.115
C -0.86 4.47 -0.61 -0.114
C -0.68 4.22 0.72 -0.266
C -0.57 2.89 1.17 0.069
N -0.62 1.86 0.35 -0.489
C -0.75 2.09 -0.98 0.092
C -0.69 0.92 -1.81 0.381
O -0.43 -0.24 -1.27 -0.842
H -1.23 2.49 -4.78 0.246
H -0.97 5.48 -0.99 0.239
H -0.62 5.03 1.43 0.231
H -0.46 2.67 2.22 0.208
C 4.58 -0.16 -0.97 -0.417
C 3.27 0.37 -1.52 -0.208
N 2.18 0.08 -0.61 -0.619
C 2.30 -0.28 0.69 0.654
N 1.20 -0.59 1.35 -0.675
C 1.32 -1.05 2.73 -0.225
C 2.67 -1.67 3.03 -0.420
C 3.74 -0.67 2.62 -0.199
N 3.54 -0.31 1.23 -0.431
C 4.68 0.22 0.49 -0.202
H 5.42 0.24 -1.54 0.231
H 4.60 -1.25 -1.06 0.210
H 3.03 -0.08 -2.48 0.216
H 3.34 1.45 -1.68 0.192
H 1.26 -0.17 -1.00 0.443
H 0.53 -1.77 2.93 0.206
H 1.15 -0.21 3.42 0.189
H 2.80 -2.59 2.47 0.204
H 2.75 -1.90 4.09 0.231
H 4.74 -1.11 2.71 0.211
H 3.71 0.21 3.27 0.191
H 5.58 -0.19 0.93 0.214
H 4.73 1.31 0.60 0.192

=====

[2]
69
Properties=species:S:1:pos:R:3:nbo_charge:R:1 method="wB97M-V/def2-TZVPD" e_lumo_ev=4.02 fmax_ev_per_a=1.9 de_lowest_ev=0.065 charge=-2 e_tot_ev=-86047.678
Cd -0.15 0.47 -0.21 1.659
O -0.58 0.59 3.28 -0.696
C -1.28 1.80 3.52 -0.070
C -1.49 2.70 2.29 -0.244
N -1.87 1.98 1.07 -0.474
C -1.99 2.94 -0.03 -0.360
C -0.62 3.50 -0.43 0.774
O -0.52 4.71 -0.65 -0.716
O 0.32 2.63 -0.50 -0.873
C -3.09 1.20 1.24 -0.345
C -3.28 0.23 0.08 0.784
O -4.43 0.13 -0.41 -0.739
O -2.24 -0.42 -0.28 -0.847
H 0.33 0.78 3.07 0.473
H -2.25 1.50 3.91 0.173
H -0.79 2.39 4.29 0.159
H -2.26 3.44 2.56 0.165
H -0.57 3.25 2.07 0.203
H -2.42 2.43 -0.90 0.224
H -2.65 3.78 0.22 0.185
H -2.98 0.57 2.13 0.234
H -3.97 1.83 1.34 0.178
S 0.93 -1.08 -1.82 -0.549
C 1.94 -1.83 -0.59 0.112
N 2.37 -3.05 -0.60 -0.213
N 1.91 -3.83 -1.56 -0.424
C 2.13 -5.21 -1.52 0.263
C 1.55 -6.01 -2.50 -0.286
C 1.75 -7.38 -2.49 -0.202
C 2.53 -7.98 -1.51 -0.276
C 3.12 -7.17 -0.54 -0.190
C 2.93 -5.79 -0.54 -0.277
N 2.49 -1.14 0.52 -0.110
N 2.01 -0.06 0.79 -0.291
C 2.69 0.62 1.85 0.180
C 3.67 0.05 2.66 -0.223
C 4.24 0.79 3.68 -0.212
C 3.86 2.11 3.89 -0.223
C 2.91 2.70 3.06 -0.210
C 2.33 1.95 2.04 -0.264
H 1.20 -3.44 -2.17 0.397
H 0.93 -5.55 -3.27 0.208
H 1.28 -8.00 -3.25 0.198
H 2.67 -9.05 -1.48 0.196
H 3.72 -7.62 0.25 0.202
H 3.36 -5.16 0.23 0.249
H 3.94 -0.99 2.49 0.249
H 4.98 0.33 4.32 0.205
H 4.31 2.69 4.69 0.200
H 2.63 3.73 3.20 0.208
H 1.62 2.40 1.34 0.261
C -2.48 5.20 -3.26 -0.618
C -1.94 4.21 -4.30 -0.442
C -2.04 2.78 -3.85 0.034
N -1.04 2.02 -3.58 -0.251
N -1.40 0.75 -3.12 -0.366
C -2.69 0.57 -3.10 0.250
N -3.31 -0.60 -2.75 -0.835
S -3.58 1.98 -3.62 0.267
H -2.48 6.22 -3.66 0.191
H -1.87 5.19 -2.36 0.265
H -3.51 4.95 -2.98 0.195
H -0.88 4.40 -4.48 0.234
H -2.48 4.33 -5.24 0.196
H -2.62 -1.21 -2.33 0.417
H -4.03 -0.44 -2.06 0.428
S 0.50 -2.95 2.71 -0.481
C -0.38 -3.32 4.08 0.087
N -0.98 -3.59 5.05 -0.592

=====

[3]
65
Properties=species:S:1:pos:R:3:nbo_charge:R:1 method="wB97M-V/def2-TZVPD" e_lumo_ev=-0.79 fmax_ev_per_a=1.8 de_lowest_ev=0.381 e_tot_ev=-121037.937
In -1.19 -0.12 -0.01 1.442
C -0.68 1.62 4.22 -0.220
C -1.23 0.66 5.05 -0.144
C -1.88 -0.42 4.48 -0.220
C -1.93 -0.54 3.09 0.152
N -1.34 0.37 2.31 -0.494
C -0.75 1.43 2.85 0.102
C -2.67 -1.61 2.41 0.276
C -3.48 -2.52 3.11 -0.233
C -4.19 -3.48 2.40 -0.141
C -4.09 -3.51 1.02 -0.237
C -3.27 -2.57 0.41 0.077
N -2.59 -1.67 1.08 -0.506
H -0.19 2.49 4.61 0.233
H -1.18 0.75 6.13 0.226
H -2.34 -1.16 5.11 0.218
H -0.33 2.15 2.17 0.246
H -3.57 -2.48 4.18 0.222
H -4.81 -4.18 2.93 0.227
H -4.63 -4.24 0.43 0.234
H -3.16 -2.54 -0.67 0.230
C 2.31 2.46 -1.18 -0.643
C 2.14 1.00 -1.58 0.130
C 2.70 0.74 -2.97 -0.622
O 2.85 0.15 -0.68 -0.843
P 2.35 -0.24 0.80 1.738
S 2.14 1.23 2.07 -0.618
S 0.79 -1.60 0.53 -0.628
O 3.57 -1.10 1.29 -0.841
C 3.96 -2.41 0.87 0.105
C 5.43 -2.36 0.47 -0.621
C 3.73 -3.36 2.04 -0.624
H 1.89 3.08 -1.96 0.215
H 3.37 2.67 -1.05 0.213
H 1.80 2.65 -0.24 0.239
H 1.07 0.73 -1.56 0.171
H 3.76 0.98 -2.99 0.211
H 2.17 1.36 -3.69 0.223
H 2.58 -0.31 -3.24 0.212
H 3.34 -2.71 0.02 0.190
H 6.02 -1.95 1.29 0.215
H 5.57 -1.72 -0.40 0.220
H 5.78 -3.36 0.24 0.209
H 4.25 -2.99 2.92 0.214
H 4.09 -4.36 1.80 0.209
H 2.67 -3.41 2.26 0.221
Cl -1.84 4.56 1.21 0.032
C -2.89 3.67 0.11 -0.204
Cl -2.79 4.37 -1.50 0.045
Cl -4.54 3.70 0.70 0.054
C -2.35 2.23 0.05 0.725
O -1.16 2.14 -0.30 -0.720
O -3.10 1.31 0.34 -0.649
S -2.07 -0.73 -2.23 -0.327
C -1.42 0.43 -3.41 -0.173
C -0.31 0.06 -4.17 -0.173
C 0.12 0.88 -5.19 -0.233
C -0.53 2.07 -5.47 -0.221
C -1.64 2.43 -4.71 -0.204
C -2.09 1.62 -3.69 -0.220
H 0.18 -0.88 -3.96 0.216
H 0.97 0.58 -5.79 0.214
H -0.20 2.70 -6.28 0.213
H -2.16 3.35 -4.93 0.213
H -2.97 1.88 -3.13 0.225

=====

[4]
62
Properties=species:S:1:pos:R:3:nbo_charge:R:1 method="wB97M-V/def2-TZVPD" e_lumo_ev="-3.66 / -3.66" fmax_ev_per_a=1.9 de_lowest_ev=0.134 spin_multiplicity=2 charge=+1 e_tot_ev=-112111.541
Ir -1.15 0.87 0.26 0.468
Cl -3.60 0.98 -0.36 0.190
C -2.90 1.43 1.17 -0.105
C -2.27 0.36 1.92 -0.112
C -1.65 0.87 3.15 -0.046
Cl -0.53 -0.18 3.94 0.064
C -1.88 2.11 3.64 -0.097
Cl -1.09 2.64 5.07 0.076
C -2.74 3.04 2.95 -0.097
Cl -3.06 4.57 3.65 0.082
C -3.25 2.71 1.74 -0.105
Cl -4.23 3.79 0.84 0.083
C 0.62 3.14 -2.09 -0.252
Si 1.82 1.08 -0.65 2.110
C 3.44 1.42 0.18 -1.211
C 2.11 0.43 -2.36 -1.199
N 0.63 0.18 0.20 -1.091
C 0.81 -1.09 0.82 0.058
C 1.97 -1.39 1.53 -0.225
C 2.11 -2.58 2.23 -0.198
C 1.08 -3.51 2.22 -0.192
C -0.08 -3.25 1.51 -0.263
C -0.21 -2.07 0.81 0.343
O -1.34 -1.82 0.05 -0.552
C -2.57 -1.90 0.67 0.437
C -3.59 -2.53 0.04 -0.316
C -4.89 -2.50 0.57 -0.176
C -5.13 -1.83 1.79 -0.236
C -4.14 -1.21 2.47 -0.157
C -2.73 -1.13 1.95 -0.410
H 1.45 3.64 -2.59 0.212
H -0.20 3.83 -1.91 0.224
H 0.27 2.30 -2.67 0.223
H 4.00 2.21 -0.32 0.259
H 4.04 0.51 0.10 0.269
H 3.36 1.66 1.24 0.259
H 2.60 1.15 -3.02 0.259
H 1.19 0.08 -2.83 0.264
H 2.78 -0.43 -2.26 0.275
H 2.76 -0.65 1.58 0.213
H 3.02 -2.77 2.78 0.226
H 1.18 -4.43 2.77 0.230
H -0.89 -3.97 1.48 0.237
H -3.38 -3.05 -0.89 0.237
H -5.69 -3.01 0.05 0.221
H -6.13 -1.83 2.20 0.229
H -4.34 -0.74 3.42 0.214
H -2.06 -1.60 2.69 0.266
C -0.55 4.75 0.43 -1.192
Si 1.09 3.92 0.55 1.942
C 2.49 5.03 0.08 -1.183
C 1.34 3.03 2.16 -1.192
O 1.08 2.65 -0.79 -0.945
H -0.63 5.41 1.31 0.274
H -1.37 4.04 0.49 0.268
H -0.68 5.38 -0.45 0.254
H 2.58 5.79 0.86 0.271
H 2.30 5.56 -0.86 0.255
H 3.45 4.52 0.01 0.255
H 0.78 3.59 2.91 0.275
H 2.38 3.01 2.47 0.255
H 0.94 2.01 2.16 0.274